Computed, not measured: C16H34Cl8N3O4Pd as an isolated structure at a distorted geometry, with ωB97M-V/def2-TZVPD.

Values from the calculation:
Molecular weight = 722.5 g mol⁻¹
E_HOMO (alpha / beta) = -11.08 / -11.08 eV
⟨S²⟩ = 2.01
Spin multiplicity = 3
LUMO energy (alpha / beta) = -4.052 / -6.244 eV
Energy above the lowest of the compared OMol25 structures with the same formula, charge and spin = 0.0 kcal/mol
Total charge = +1

```
66
Properties=species:S:1:pos:R:3:nbo_charge:R:1
C 0.27 -5.99 -0.45 -0.22
H -2.58 4.20 -4.00 0.17
Pd -2.54 0.13 -3.85 0.98
H -0.61 0.12 -0.47 0.23
N 1.59 3.50 -1.98 -0.43
H 0.09 -2.15 4.86 0.24
C -2.04 3.30 -0.73 -0.42
O 6.77 -2.39 0.91 -0.60
C 2.08 4.86 -1.80 -0.43
H -5.59 -0.26 4.37 0.23
H 2.60 -2.15 -0.15 0.20
C -0.59 -0.72 -1.19 -0.13
H 1.36 1.68 -1.02 0.19
H -1.06 3.36 -0.25 0.21
N -2.02 3.96 -2.03 -0.39
C -4.66 -2.10 3.39 -0.37
H -2.77 3.80 -0.10 0.22
Cl -1.59 0.01 4.58 -0.08
H 5.50 -0.89 1.36 0.11
H -2.30 2.25 -0.73 0.23
H -1.38 -2.83 -1.28 0.24
N 4.71 -2.20 -0.04 -0.44
H 1.66 5.33 -0.91 0.19
C -0.43 -0.68 3.39 -0.37
H 1.76 3.07 0.06 0.20
H 5.89 -3.75 -0.90 0.26
H 4.81 -3.02 -2.02 0.19
H -2.49 5.93 -1.38 0.21
O 0.73 3.86 -4.05 -0.62
H 3.02 2.39 -0.91 0.21
C -2.44 3.47 -3.19 0.58
H 3.16 4.90 -1.67 0.21
C 1.94 2.60 -0.90 -0.40
H 3.50 -0.78 -0.77 0.19
H -0.92 -0.50 2.44 0.22
H -3.73 -2.09 3.96 0.22
H -4.99 -3.14 3.36 0.23
Cl -0.99 -5.66 -1.63 0.05
C -1.71 5.39 -1.92 -0.43
H -1.31 5.89 -2.80 0.25
O -1.07 -0.34 -2.42 -0.42
Cl -6.34 -2.17 5.43 -0.03
Cl 1.79 -5.29 -1.12 0.02
H -2.02 -1.80 0.06 0.23
H 1.90 5.46 -2.69 0.25
H -0.98 -2.82 3.54 0.22
H 0.50 -0.83 -1.24 0.24
Cl 1.22 -2.62 2.83 -0.07
C -5.78 -1.28 4.03 -0.41
C 4.91 -3.30 -0.97 -0.43
H 0.46 -0.09 3.59 0.23
Cl 0.53 -7.75 -0.31 0.07
H 3.29 -0.97 1.01 0.22
C -1.19 -1.99 -0.62 -0.68
H -6.59 -1.20 3.31 0.22
Cl -0.07 -5.29 1.10 0.08
H 4.21 -4.10 -0.76 0.19
H -0.45 -2.43 0.06 0.24
C 0.94 3.14 -3.10 0.53
Cl -4.18 -1.42 1.80 -0.10
C -0.18 -2.14 3.81 -0.38
C 3.42 -1.48 0.07 -0.42
C 5.74 -1.76 0.73 0.53
O -2.60 2.25 -3.34 -0.79
H 0.69 2.06 -3.13 0.11
H -0.87 5.44 -1.23 0.21
```